[1]
C5H8N2 in the gas phase, computed with wB97M-V/def2-TZVPD.

Calculated values
Calculated total energy (eV): -8291.6243
Charge: 0
LUMO level (eV): 0.51
Gap between HOMO and LUMO (eV): 8.7
ΔE to the lowest compared entry with this formula, charge and spin (kcal/mol): 77.76

XYZ file:
```
15
C5H8N2 (wB97M-V/def2-TZVPD)
C 0.324 0.940 -1.433
N -1.078 0.577 -1.408
C -1.487 -0.515 -0.899
C -0.780 -1.472 -0.030
C -0.111 -1.051 1.059
C -0.091 0.342 1.498
N 1.100 0.857 1.690
H 1.017 0.143 -1.128
H 0.552 1.229 -2.464
H 0.505 1.820 -0.807
H -2.537 -0.760 -1.099
H -0.915 -2.535 -0.222
H 0.335 -1.788 1.732
H 1.173 1.811 2.022
H 1.993 0.404 1.488
```

---

[2]
C5H8N2 in the gas phase at a distorted geometry, computed with wB97M-V/def2-TZVPD.

Calculated values
Calculated total energy (eV): -8287.5142
Charge: 0
LUMO level (alpha / beta) (eV): 0.67 / 0.68
Gap between HOMO and LUMO (alpha / beta) (eV): 8.3 / 8.5
ΔE to the lowest compared entry with this formula, charge and spin (kcal/mol): 172.54

XYZ file:
```
15
C5H8N2 (wB97M-V/def2-TZVPD)
C 1.562 -0.935 1.211
C 1.429 1.351 0.167
C 0.230 1.053 -0.242
C -0.601 2.132 -0.973
C -0.304 -2.481 0.783
N -0.431 -0.180 0.090
N 0.415 -1.179 0.663
H 2.140 2.138 0.000
H -0.512 1.799 -2.036
H -1.515 2.118 -0.570
H -0.158 3.106 -1.034
H 0.117 -2.946 1.768
H -0.157 -3.065 -0.258
H -1.318 -2.312 1.098
H -0.897 -0.600 -0.666
```

---

[3]
A molecular structure, C5H8N2 at a distorted geometry, computed with wB97M-V/def2-TZVPD.

Calculated values
Calculated total energy (eV): -8291.7229
Charge: 0
LUMO level (eV): 0.83
Gap between HOMO and LUMO (eV): 10.2
ΔE to the lowest compared entry with this formula, charge and spin (kcal/mol): 75.49

XYZ file:
```
15
C5H8N2 (wB97M-V/def2-TZVPD)
C -0.484 -0.763 -1.311
C -0.607 -0.053 0.073
C 0.157 -0.786 1.154
N 1.350 0.101 1.149
C 0.467 1.162 0.684
C 0.276 1.792 -0.560
N -0.210 2.238 -1.515
H 0.541 -1.056 -1.576
H -1.056 -1.706 -1.213
H -0.913 -0.226 -2.168
H -1.659 0.208 0.209
H 0.365 -1.834 0.975
H -0.380 -0.633 2.089
H 2.022 -0.178 0.443
H 0.132 1.733 1.569
```

---

[4]
A molecular structure, C5H8N2 at a distorted geometry, computed with wB97M-V/def2-TZVPD.

Calculated values
Calculated total energy (eV): -8288.9459
Charge: 0
LUMO level (eV): 0.30
Gap between HOMO and LUMO (eV): 8.8
ΔE to the lowest compared entry with this formula, charge and spin (kcal/mol): 139.53

XYZ file:
```
15
C5H8N2 (wB97M-V/def2-TZVPD)
C -2.005 -0.889 -0.522
C 0.879 0.317 -1.202
C -2.189 0.376 0.335
C 1.822 -0.112 1.106
C 1.891 -0.363 -0.385
N -2.855 -0.075 -0.908
N 0.157 0.960 -1.744
H -2.612 0.308 1.315
H -1.348 1.011 0.299
H 2.111 0.906 1.230
H 2.560 -0.808 1.557
H 0.983 -0.387 1.801
H 2.763 0.093 -0.696
H 1.855 -1.405 -0.630
H -4.012 0.068 -1.558
```

---

[5]
C5H8N2 in the gas phase, computed with wB97M-V/def2-TZVPD.

Calculated values
Calculated total energy (eV): -8293.9523
Charge: 0
LUMO level (eV): 0.91
Gap between HOMO and LUMO (eV): 10.1
SMILES: [H]/N=C1\C=C(C)CN1
ΔE to the lowest compared entry with this formula, charge and spin (kcal/mol): 24.08

XYZ file:
```
15
C5H8N2 (wB97M-V/def2-TZVPD)
H -2.528 0.895 -1.460
N -2.378 -0.095 -1.278
C -1.587 -0.231 -0.292
C -0.755 0.772 0.428
C 0.483 0.271 0.425
C 1.773 0.907 0.818
C 0.404 -1.093 -0.236
N -0.994 -1.475 0.005
H -1.086 1.753 0.748
H 1.634 1.964 1.061
H 2.221 0.404 1.684
H 2.495 0.836 -0.004
H 1.141 -1.833 0.080
H 0.503 -0.906 -1.322
H -1.325 -2.170 -0.658
```

---

[6]
A molecular structure, C5H8N2 at a distorted geometry, computed with wB97M-V/def2-TZVPD.

Calculated values
Calculated total energy (eV): -8291.0279
Charge: 0
LUMO level (alpha / beta) (eV): 0.76 / 0.76
Gap between HOMO and LUMO (alpha / beta) (eV): 8.3 / 8.3
ΔE to the lowest compared entry with this formula, charge and spin (kcal/mol): 91.51

XYZ file:
```
15
C5H8N2 (wB97M-V/def2-TZVPD)
N 0.769 -1.047 -0.013
C 0.765 0.833 0.542
C 1.901 1.694 0.245
N 2.803 2.384 -0.002
C -0.417 1.063 -0.150
C -1.524 0.074 0.138
C -0.961 -1.223 -0.360
H 1.349 -1.757 0.445
H 1.297 -0.882 -0.872
H 0.710 0.590 1.613
H -0.344 1.418 -1.183
H -1.787 -0.035 1.200
H -2.428 0.312 -0.423
H -0.957 -1.345 -1.446
H -1.177 -2.079 0.267
```

---

[7]
C5H8N2 in the gas phase, computed with wB97M-V/def2-TZVPD.

Calculated values
Calculated total energy (eV): -8293.7664
Charge: 0
LUMO level (eV): 1.06
Gap between HOMO and LUMO (eV): 10.4
SMILES: Cc1ccn(C)n1
ΔE to the lowest compared entry with this formula, charge and spin (kcal/mol): 28.36

XYZ file:
```
15
C5H8N2 (wB97M-V/def2-TZVPD)
C -2.243 -0.679 0.189
C -0.944 -0.080 -0.231
C -0.522 1.296 -0.171
C 0.785 1.263 -0.523
N 1.148 -0.058 -0.753
C 2.082 -0.550 0.270
N 0.031 -0.858 -0.603
H -3.049 -0.479 -0.517
H -2.527 -0.271 1.163
H -2.114 -1.759 0.287
H -1.100 2.150 0.151
H 1.527 2.050 -0.601
H 2.994 0.050 0.301
H 2.301 -1.603 0.086
H 1.539 -0.465 1.227
```

---

[8]
C5H8N2 in the gas phase, computed with wB97M-V/def2-TZVPD.

Calculated values
Calculated total energy (eV): -8294.2298
Charge: 0
LUMO level (eV): 1.05
Gap between HOMO and LUMO (eV): 10.0
SMILES: Cc1ccn(C)n1
ΔE to the lowest compared entry with this formula, charge and spin (kcal/mol): 17.68

XYZ file:
```
15
C5H8N2 (wB97M-V/def2-TZVPD)
C 1.716 1.314 1.286
C 0.748 0.403 0.603
C 0.241 -0.787 1.156
C -0.803 -1.135 0.328
N -0.804 -0.238 -0.682
C -1.456 -0.383 -1.962
N 0.141 0.707 -0.536
H 2.111 0.830 2.187
H 1.186 2.217 1.614
H 2.538 1.596 0.627
H 0.809 -1.384 1.845
H -1.585 -1.881 0.381
H -2.263 -1.119 -1.879
H -0.729 -0.728 -2.710
H -1.851 0.589 -2.261
```